{"formula": "C45H68NO22", "method": "ωB97M-V with the def2-TZVPD basis set", "spin_multiplicity": 2, "homo_energy_ev": [-8.292, -9.384], "e_tot_ha": -3465.42808, "orbital_gap_ev": [8.408, 9.499], "charge": 0, "symbols": ["C", "C", "C", "C", "C", "C", "C", "C", "C", "C", "C", "C", "C", "N", "O", "C", "C", "C", "C", "H", "H", "H", "H", "H", "H", "H", "H", "H", "H", "H", "H", "H", "H", "H", "H", "H", "H", "H", "H", "H", "H", "H", "H", "H", "H", "C", "C", "C", "O", "C", "O", "O", "H", "H", "H", "H", "H", "H", "C", "C", "C", "O", "C", "O", "O", "H", "H", "H", "H", "H", "H", "C", "C", "C", "O", "C", "O", "O", "H", "H", "H", "H", "H", "H", "C", "C", "C", "O", "C", "O", "O", "H", "H", "H", "H", "H", "H", "C", "C", "C", "O", "C", "O", "O", "H", "H", "H", "H", "H", "H", "C", "C", "C", "O", "C", "O", "O", "H", "H", "H", "H", "H", "H", "C", "C", "C", "O", "C", "O", "O", "H", "H", "H", "H", "H", "H"], "positions_angstrom": [[3.7395, 5.3027, 4.3894], [3.1150, 4.3459, 4.7518], [2.5253, 3.0858, 5.1801], [1.9048, 2.1905, 4.0639], [2.3418, 2.4692, 2.6141], [3.6060, 1.6604, 2.1703], [4.7514, 2.0571, 3.1297], [6.0605, 1.5135, 2.7763], [7.1899, 1.1723, 2.5647], [3.9489, 2.2099, 0.7535], [4.2478, 1.1991, -0.3739], [3.7768, 1.8920, -1.6833], [5.7674, 1.0204, -0.5443], [3.4912, -0.0557, -0.2810], [3.7431, -0.8403, -1.2592], [3.4993, -0.7338, 1.0256], [4.7667, -1.6117, 1.2654], [2.3296, -1.7403, 0.9880], [3.2262, 0.1637, 2.2473], [4.3803, 6.1199, 4.2404], [3.2423, 2.5043, 5.7517], [1.7377, 3.3320, 5.8883], [0.8385, 2.3457, 4.1074], [2.0473, 1.1549, 4.3593], [1.5533, 2.0728, 1.9765], [2.4256, 3.5201, 2.3501], [4.5383, 1.7304, 4.1431], [4.8194, 3.1359, 3.0831], [8.1869, 0.9845, 2.2970], [4.7572, 2.9197, 0.8421], [3.0914, 2.7954, 0.4219], [3.9557, 2.9609, -1.6419], [4.3602, 1.5030, -2.5108], [2.7372, 1.6631, -1.9067], [6.2373, 1.9816, -0.3675], [6.2257, 0.3225, 0.1467], [6.0410, 0.7489, -1.5582], [4.4573, -2.6103, 1.5544], [5.3591, -1.2198, 2.0867], [5.4181, -1.6488, 0.3997], [1.4196, -1.2280, 0.6722], [2.5290, -2.5503, 0.2994], [2.1483, -2.0967, 1.9997], [3.7328, -0.2689, 3.1055], [2.1686, 0.0838, 2.4799], [7.2630, 7.7336, 1.8438], [6.4206, 6.6643, 1.1826], [6.8404, 5.2640, 1.5605], [6.4726, 4.5120, 0.4009], [6.5825, 5.3550, -0.6615], [6.6451, 5.0090, -1.7933], [6.6085, 6.6470, -0.2426], [6.7918, 8.7125, 1.7573], [7.3976, 7.5186, 2.9049], [8.2411, 7.8027, 1.3677], [5.3607, 6.8353, 1.3882], [6.3332, 4.8923, 2.4491], [7.9208, 5.1727, 1.7016], [-0.1951, -6.4861, 2.1124], [-0.8850, -5.1890, 2.4758], [-0.3113, -3.9928, 1.7570], [-0.5530, -2.9293, 2.6829], [-0.5158, -3.4828, 3.9245], [-0.3790, -2.8729, 4.9322], [-0.6565, -4.8327, 3.8503], [-0.7772, -7.3459, 2.4432], [-0.0651, -6.5657, 1.0323], [0.7804, -6.5515, 2.5947], [-1.9623, -5.2768, 2.3152], [-0.7927, -3.8017, 0.7999], [0.7681, -4.0754, 1.6036], [1.3776, -2.4696, -2.3549], [-0.0184, -2.3537, -2.9211], [-0.2051, -1.1421, -3.7995], [-1.5995, -0.8485, -3.6215], [-1.9215, -1.2547, -2.3690], [-2.8926, -0.9084, -1.7742], [-0.9907, -2.1075, -1.8851], [1.5455, -3.4641, -1.9387], [2.1296, -2.2982, -3.1248], [1.5300, -1.7551, -1.5532], [-0.2959, -3.2736, -3.4423], [0.0290, -1.3328, -4.8438], [0.3743, -0.2822, -3.4532], [-6.0677, -2.0096, 0.0473], [-6.2816, -2.6829, -1.2905], [-7.6848, -2.5039, -1.8156], [-7.8714, -3.6919, -2.5959], [-7.1174, -4.6590, -2.0115], [-7.2457, -5.8253, -2.1974], [-6.1936, -4.1144, -1.1850], [-5.0056, -1.9387, 0.2806], [-6.4774, -0.9989, 0.0450], [-6.5371, -2.5818, 0.8484], [-5.5330, -2.3419, -2.0092], [-7.8016, -1.6090, -2.4219], [-8.4320, -2.4957, -1.0172], [-1.8293, 2.4623, -1.4366], [-2.2051, 2.6019, 0.0294], [-2.7822, 3.9543, 0.3935], [-2.4107, 4.0922, 1.7766], [-1.2459, 3.4190, 1.9220], [-0.4877, 3.5560, 2.8289], [-1.0486, 2.5601, 0.8902], [-1.6541, 1.4145, -1.6890], [-2.6233, 2.8345, -2.0854], [-0.9087, 3.0042, -1.6566], [-2.8770, 1.7878, 0.3135], [-3.8610, 3.9928, 0.2724], [-2.3303, 4.7692, -0.1573], [-6.3192, -10.2049, -2.5350], [-5.1354, -9.3971, -2.0491], [-4.4272, -8.6815, -3.1636], [-3.0827, -8.6077, -2.6761], [-2.8982, -9.7052, -1.8902], [-1.8406, -10.1289, -1.5608], [-4.0945, -10.2432, -1.5296], [-6.9573, -10.5028, -1.7034], [-6.9246, -9.6217, -3.2296], [-5.9858, -11.1178, -3.0293], [-5.4458, -8.7083, -1.2605], [-4.8381, -7.6924, -3.3532], [-4.4227, -9.2518, -4.0969], [-7.5508, 4.7863, -3.2859], [-6.3491, 5.5554, -2.7819], [-5.5465, 6.1936, -3.8903], [-4.2248, 6.2121, -3.3385], [-4.1387, 5.1473, -2.5081], [-3.1204, 4.6749, -2.1088], [-5.3700, 4.6832, -2.1873], [-8.2363, 4.5537, -2.4713], [-8.0975, 5.3682, -4.0285], [-7.2438, 3.8395, -3.7306], [-6.6557, 6.2892, -2.0332], [-5.8852, 7.1962, -4.1389], [-5.5309, 5.5850, -4.7982]], "forces_ev_per_a": [[-0.146, -0.250, 0.366], [0.446, -0.339, -0.099], [-0.633, -0.157, -0.100], [-0.020, 0.951, -0.017], [0.186, -1.476, 0.220], [-0.379, 1.062, -0.006], [0.048, -0.892, -0.600], [0.172, 0.194, 0.222], [-0.413, 0.267, -0.039], [-1.038, -1.137, 0.397], [0.225, 1.983, -1.103], [0.360, -0.572, -0.134], [0.185, -0.238, 0.169], [1.826, 0.024, 0.763], [-0.606, -0.101, -0.243], [-0.598, -1.684, 0.910], [0.226, 0.717, -0.008], [-0.218, 0.653, -0.069], [0.314, 0.629, -0.486], [0.145, 0.584, -0.273], [0.377, 0.164, 0.050], [-0.157, -0.035, 0.137], [-0.238, 0.068, -0.060], [0.234, -0.172, -0.157], [-0.211, 0.159, -0.103], [0.125, 0.195, 0.401], [-0.160, 0.149, 0.200], [0.023, 0.289, 0.319], [0.528, -0.325, -0.087], [0.333, 0.041, -0.183], [-0.163, -0.049, 0.013], [-0.078, 0.166, 0.073], [-0.039, -0.031, -0.223], [-0.206, 0.239, 0.222], [0.025, 0.188, 0.062], [-0.070, -0.082, 0.127], [-0.162, -0.360, -0.108], [0.043, -0.190, -0.114], [0.130, 0.138, 0.047], [-0.119, -0.251, -0.214], [-0.129, 0.018, -0.011], [0.086, -0.240, -0.022], [0.099, -0.260, 0.023], [0.086, -0.254, 0.039], [-0.182, 0.143, -0.074], [-0.090, 0.347, -0.249], [0.353, 0.271, 0.383], [-0.140, -0.182, 0.180], [0.204, 0.142, -0.076], [-0.100, 0.095, 0.007], [-0.098, -0.040, -0.082], [-0.013, -0.246, 0.021], [0.005, -0.013, 0.005], [-0.035, -0.058, -0.009], [0.031, -0.160, 0.048], [-0.032, -0.133, -0.078], [-0.090, -0.166, -0.138], [0.002, 0.113, 0.016], [-0.115, -0.245, 0.331], [0.326, -0.418, -0.284], [-0.138, 0.132, -0.260], [0.155, -0.123, 0.103], [-0.107, -0.075, -0.005], [-0.060, 0.053, 0.076], [0.003, 0.257, -0.070], [0.008, 0.007, -0.019], [-0.039, 0.049, -0.007], [0.048, 0.139, -0.085], [-0.015, 0.147, 0.050], [-0.063, 0.227, 0.092], [-0.007, -0.127, 0.013], [-0.224, -0.355, 0.239], [0.704, -0.055, -0.008], [-0.015, 0.031, -0.188], [0.051, 0.105, 0.204], [0.074, -0.189, -0.049], [-0.235, -0.069, 0.017], [-0.180, 0.138, -0.114], [0.011, 0.009, -0.019], [-0.032, 0.042, -0.019], [0.025, 0.184, -0.159], [-0.186, 0.076, -0.019], [-0.241, 0.034, -0.038], [0.057, -0.071, 0.066], [0.438, -0.244, 0.199], [-0.008, 0.557, 0.501], [-0.057, 0.048, -0.204], [-0.029, -0.109, 0.210], [0.150, 0.101, 0.007], [0.042, -0.170, -0.155], [-0.208, -0.055, -0.172], [-0.005, 0.041, -0.040], [-0.011, -0.008, -0.087], [-0.171, 0.022, -0.090], [-0.044, -0.073, -0.068], [-0.027, -0.155, -0.189], [0.078, 0.010, 0.064], [0.358, -0.841, 0.025], [-0.047, 0.215, -0.781], [-0.226, -0.106, 0.285], [0.264, -0.179, -0.067], [-0.101, -0.159, -0.094], [-0.180, 0.096, 0.055], [-0.045, 0.156, 0.201], [0.030, 0.025, 0.157], [0.348, -0.450, 0.353], [-0.115, 0.219, 0.051], [0.019, 0.050, 0.164], [-0.013, 0.064, 0.241], [0.156, 0.002, 0.026], [-0.086, -0.294, 0.347], [-0.677, -0.279, -0.206], [0.086, 0.386, -0.156], [-0.001, -0.295, 0.004], [-0.136, 0.057, 0.122], [0.082, 0.030, 0.090], [0.317, 0.238, -0.201], [-0.001, 0.013, -0.015], [0.040, 0.067, 0.025], [0.085, 0.096, -0.113], [0.129, 0.070, -0.022], [0.199, 0.083, 0.097], [-0.085, -0.082, 0.056], [-0.077, -0.276, 0.349], [-0.510, -0.146, -0.364], [0.006, 0.219, -0.050], [-0.011, -0.227, -0.039], [0.003, 0.145, -0.013], [-0.633, 1.018, -0.577], [0.189, 0.105, -0.052], [0.005, 0.013, -0.013], [0.044, 0.052, 0.009], [0.087, 0.089, -0.120], [0.153, 0.036, 0.019], [0.213, 0.074, 0.089], [-0.082, -0.052, 0.039]], "mulliken_spin": [0.00, 0.00, 0.00, 0.00, -0.03, 0.05, 0.00, 0.00, 0.00, 0.00, 0.00, 0.01, 0.02, 0.34, 0.57, 0.01, 0.02, 0.00, 0.01, 0.00, 0.00, 0.00, 0.00, 0.00, 0.01, 0.00, 0.00, 0.00, 0.00, 0.00, -0.01, 0.00, 0.00, -0.01, 0.00, 0.00, 0.00, 0.00, 0.00, 0.00, 0.00, 0.00, 0.00, 0.00, 0.00, 0.00, 0.00, 0.00, 0.00, 0.00, 0.00, 0.00, 0.00, 0.00, 0.00, 0.00, 0.00, 0.00, 0.00, 0.00, 0.00, 0.00, 0.00, 0.00, 0.00, 0.00, 0.00, 0.00, 0.00, 0.00, 0.00, 0.00, 0.00, 0.00, 0.00, 0.00, 0.00, 0.00, 0.00, 0.00, 0.01, 0.00, 0.00, 0.00, 0.00, 0.00, 0.00, 0.00, 0.00, 0.00, 0.00, 0.00, 0.00, 0.00, 0.00, 0.00, 0.00, 0.00, 0.00, 0.00, 0.00, 0.00, 0.00, 0.00, 0.00, 0.00, 0.00, 0.00, 0.00, 0.00, 0.00, 0.00, 0.00, 0.00, 0.00, 0.00, 0.00, 0.00, 0.00, 0.00, 0.00, 0.00, 0.00, 0.00, 0.00, 0.00, 0.00, 0.00, 0.00, 0.00, 0.00, 0.00, 0.00, 0.00, 0.00, 0.00]}